Entry 1:
Below is a molecular structure, C35H32AsBrN7O6SV in a non-equilibrium geometry, with properties calculated with wB97M-V/def2-TZVPD.

calculated total energy: -8339.8327 a.u.
HOMO-LUMO gap (alpha / beta): 4.1498 / 6.9058 eV
HOMO (alpha / beta): -0.0741 / -0.1754 hartree
LUMO energy (alpha / beta): 2.1325 / 2.1324 eV
relative energy (zero: lowest compared OMol25 entry of this formula, charge and spin): 1.720 eV

ORCA input file:
```
! wB97M-V def2-TZVPD RIJCOSX def2/J DEFGRID3
* xyz -1 2
C 3.0385 0.5290 -0.8956
H -1.6680 -4.7810 2.4999
C 3.4512 2.6385 3.5644
H 0.1827 -3.8538 0.6783
N 1.7244 0.4332 -1.1503
H -0.2454 3.8249 -4.4941
H -2.5509 -0.7709 4.6275
H -3.2076 -2.6605 -4.7852
N 3.4529 5.4293 -0.8928
H 3.0529 6.4535 2.2836
C -2.7798 -0.0902 -0.7478
S -0.4724 2.9591 -1.0907
C 2.5131 -1.2735 2.3734
C 1.3985 -2.6049 -1.5177
N 1.8648 -0.2549 1.7725
C 3.8341 0.2202 3.6800
H -2.6296 2.2742 -4.8957
H 2.2127 -2.2714 2.0867
O 2.1057 -3.3577 -2.1639
C 4.0244 0.3717 -1.8509
H -4.1181 3.2000 -1.7243
H -1.7536 4.7611 -4.6049
H -1.2163 2.9574 1.6774
H 3.8139 2.6280 4.5904
C 3.1718 5.7757 1.4484
C -0.5051 -2.8187 -3.1548
O -2.3079 -2.9853 -4.6786
Br 4.9321 -0.2217 -4.4831
H 3.6967 3.4721 -1.4409
N -0.3928 -1.9424 1.4482
H 1.6650 1.7883 1.5931
H 3.4893 4.7182 3.7153
C -1.8988 -1.0270 -1.6073
C 3.2478 6.2376 0.1613
H 3.1656 7.2987 -0.0588
C 3.3602 3.9016 3.0094
V 0.5524 -0.6273 0.2607
C -1.5063 2.1569 2.3455
C -2.1918 2.3940 3.5152
O -3.0629 1.0123 -1.2639
C -1.3539 -3.7828 2.2549
C 3.5132 -1.0644 3.3079
C 3.2838 4.3768 1.6672
C -1.0121 4.3458 -3.9184
C -2.2647 0.0485 3.9766
O -3.1740 -0.6043 0.3056
H 4.6158 0.4065 4.4060
C -1.1637 0.8526 1.9651
H -3.0817 1.1102 -3.6205
H -2.6370 -2.6639 3.5253
As -1.8149 3.0617 -2.6654
C -1.5611 -0.2171 2.8031
H -3.4997 -1.2748 -2.9948
H -1.4293 1.1105 -4.2884
C -3.5098 3.9162 -2.2726
N 3.4562 3.5596 0.5915
C -2.2841 1.7284 -4.0167
H 0.0968 -3.5173 -3.7184
H -3.1062 1.5345 5.2653
C 3.6386 0.1035 -3.1507
C 0.0114 -2.2514 -2.0128
C 1.3887 0.3283 -2.4447
H 4.0329 -1.9149 3.7300
C 2.1930 0.9999 2.1070
H -4.0055 4.2187 -3.1955
N -0.6489 -1.3647 -1.2437
H 3.3198 0.7635 0.1192
C 3.5322 4.1364 -0.5969
C -2.4845 -1.5637 -2.7475
C 3.1661 1.3207 3.0829
C -1.2664 -1.5700 2.3789
H -3.3176 4.7876 -1.6498
H -0.5270 5.1471 -3.3644
H -2.4330 3.4108 3.7984
H 0.3366 0.4367 -2.6666
O 1.6794 -2.0625 -0.3846
O -0.4772 0.5984 0.8785
C -1.7862 -2.4573 -3.5419
C -2.5715 1.3411 4.3445
C 2.2922 0.1271 -3.4683
N -1.8577 -2.6777 2.8943
H 1.9507 -0.0361 -4.4801
H 5.0657 0.4341 -1.5721
C -0.4422 -3.3115 1.3660
*
```

=====

Entry 2:
Below is a molecular structure, C59H64NO5PS2 in a non-equilibrium geometry, with properties calculated with wB97M-V/def2-TZVPD.

calculated total energy: -3855.2496 a.u.
HOMO-LUMO gap: 9.0585 eV
HOMO: -0.3408 hartree
LUMO energy: -0.2162 eV

ORCA input file:
```
! wB97M-V def2-TZVPD RIJCOSX def2/J DEFGRID3
* xyz 0 1
H -5.2055 1.6075 -0.2161
C -2.2975 -6.5560 2.5750
H 12.3927 7.0382 0.9378
C -2.1197 6.2203 -1.5128
C -2.8722 -7.0449 0.2909
H 6.5604 -3.6443 1.6760
C 10.7817 2.7569 -0.3162
H -7.5010 -1.8844 3.5173
O -2.4115 -1.6462 -2.8761
C -1.7640 -7.8296 2.7131
O -7.1894 0.0970 -3.0825
C -2.4477 7.3209 -2.2920
C -7.6464 1.8520 4.4767
H 10.0643 4.9580 3.8626
H 11.6020 3.4189 -0.5628
C -1.1608 1.7670 0.6036
C -4.3842 -7.8484 -3.1804
H -5.1941 6.0887 -3.8418
C 4.2521 -0.5903 -2.0225
H -2.7711 0.8364 -2.9713
H 13.8206 7.9609 2.7301
C 5.0951 -5.0946 1.0840
C 3.4260 -2.9256 0.6180
C -8.4041 0.9240 5.1769
H -1.0662 0.8935 -0.0312
C -5.7642 -7.7142 -3.2466
C -1.4074 4.0070 2.2202
O -6.3685 -2.1430 -2.6087
C -2.3325 -8.3155 0.4284
C 2.8342 1.3495 -1.9997
H -9.0359 1.2483 5.9931
C -2.8936 5.0704 -1.5767
C -2.4173 3.0554 2.1995
H -1.8414 8.2163 -2.2464
S -7.4350 -1.4041 -3.5936
H 11.1646 2.8238 1.7927
N -2.9224 -1.4917 -0.6626
C 9.9779 2.2418 -1.3234
H -2.3436 -9.0005 -0.4100
C 12.1961 6.7840 1.9713
H 0.5143 4.5780 1.4560
C 11.6979 6.1240 4.6206
H -3.5009 1.0204 -1.4047
C -5.5363 -5.3232 -3.1514
H -6.2447 2.1607 2.8836
C 8.9226 1.3983 -1.0060
H -7.1134 -1.3163 -0.9320
C -4.3299 6.1250 -3.1913
O -6.9854 -1.6128 -4.9158
C 3.7909 2.0429 -1.2718
C 11.1400 5.9420 2.2898
C -6.0667 0.1187 -2.1715
C 9.4811 1.5785 1.3261
S -7.2321 3.0328 -1.4952
H 4.4294 -1.6187 -2.3086
H 1.9591 -4.3758 0.0319
C 4.7173 -2.7207 1.0838
H -7.4169 -6.3469 -3.2748
C 10.5349 2.4235 1.0083
C 5.5525 -3.8045 1.3152
H -3.3067 -6.7417 -0.6514
H -3.0722 1.1825 1.3757
H -8.9492 -1.1407 5.3739
H -1.3618 -9.7013 1.7469
C -6.2018 -1.2335 -1.5210
H -5.9829 -4.3402 -3.1422
C -4.1558 -5.4570 -3.0903
C 5.2124 0.1052 -1.3011
H 0.7275 2.5873 0.0064
H -3.4443 -2.3488 -0.5634
H 3.4433 -6.3058 0.4496
P -6.4453 1.3849 -0.8463
C 8.6738 1.0686 0.3190
H -1.3349 -8.1369 3.6579
H 9.2888 1.3177 2.3589
C -2.2883 1.9331 1.3934
H 7.8485 0.4125 0.5676
H 5.7309 1.9601 -0.3570
C 12.7522 6.9684 4.3024
H 5.0724 -1.7142 1.2654
H 11.5056 5.8643 5.6535
C -4.8257 0.3825 -2.9952
H 6.1418 -0.3812 -1.0313
H -2.5038 -6.8245 -3.0475
H -3.2222 -0.8153 0.0266
H 10.5112 5.5404 1.5052
C 2.9674 -4.2155 0.3912
H 13.3813 7.3681 5.0870
H 1.9059 1.8345 -2.2756
C -3.5801 -6.7199 -3.1004
C -6.8344 1.4357 3.4320
H -2.6353 4.2109 -0.9681
H -2.2798 -5.8684 3.4108
C -6.3408 -6.4519 -3.2288
C -3.5539 7.2739 -3.1294
C -3.4719 0.3847 -2.2862
C -2.8532 -6.1655 1.3647
O -8.7490 -1.7968 -3.2507
H 2.3148 -0.5091 -2.9374
H -3.3010 3.1885 2.8100
H 8.2933 0.9988 -1.7913
C -0.1525 2.7183 0.6228
C -2.9115 -0.9922 -1.9767
H -1.2605 6.2584 -0.8552
C 3.0636 0.0324 -2.3738
H 5.7469 -5.9400 1.2623
H -7.6889 2.8992 4.7448
H -3.8114 8.1340 -3.7336
H -1.5046 4.8833 2.8470
H -3.2725 -5.1728 1.2578
H -7.2957 0.7603 0.0802
H -5.3971 -1.4499 -0.8341
C 3.8018 -5.2999 0.6253
H -4.9628 1.3845 -3.3893
H 3.6093 3.0682 -0.9752
H 2.7776 -2.0791 0.4310
H -4.6019 4.1259 -2.4656
C 13.0001 7.3001 2.9779
H -4.8256 -0.2726 -3.8560
C -1.7801 -8.7089 1.6395
C -8.3540 -0.4191 4.8305
C -0.2736 3.8367 1.4355
H -6.3905 -8.5943 -3.3116
C -3.9981 5.0224 -2.4177
H 10.1736 2.4977 -2.3565
C 10.8897 5.6132 3.6147
C 4.9818 1.4207 -0.9234
C -7.5412 -0.8370 3.7872
H -3.9351 -8.8333 -3.1915
H -6.1405 -0.2354 2.2790
H -3.5270 -4.5758 -3.0355
C -6.7802 0.0914 3.0914
*
```

=====

Entry 3:
Below is a molecular structure, C18H26GeN6S2Zn, with properties calculated with wB97M-V/def2-TZVPD.

calculated total energy: -5682.7024 a.u.
HOMO-LUMO gap: 7.4079 eV
HOMO: -0.2842 hartree
LUMO energy: -0.3266 eV
relative energy (zero: lowest compared OMol25 entry of this formula, charge and spin): 0.454 eV

ORCA input file:
```
! wB97M-V def2-TZVPD RIJCOSX def2/J DEFGRID3
* xyz 0 1
H -3.6051 2.9993 -1.6614
S 2.3437 0.5394 -0.1563
H 3.8856 0.3364 3.0466
C -2.6837 -0.4940 -0.6565
N 1.5659 0.0376 2.4186
H -1.4727 5.8611 1.0896
H -2.1999 5.8759 -0.5162
S -0.0292 -3.4192 -0.6088
H -2.4556 1.7442 2.2837
N -1.6730 -0.3533 0.1917
C -2.3807 2.8335 2.2701
C -3.7645 2.8798 -0.5885
H -0.2427 -1.6976 -3.6806
Zn -0.0007 0.9801 0.0144
C 0.4583 -2.5293 -1.9200
H -1.4153 -2.3377 -2.6065
C -3.7946 -1.2723 -0.3772
H -0.4624 -1.3717 3.1768
N 1.7240 -2.2604 -2.3113
H -2.5954 0.0453 -1.5919
H 2.3282 -3.0661 0.2438
C 2.9819 -2.5466 -1.7313
C -2.2898 5.4606 0.4884
H 0.2855 3.4295 0.1168
C -3.8559 -1.9146 0.8502
C 3.1723 -2.9356 -0.4115
H -0.5053 3.1043 -1.4068
Ge -2.1939 3.4971 0.4279
H -3.2318 5.8024 0.9182
C 5.3679 -2.5417 -2.0812
C -1.7296 -0.9703 1.3837
H -3.9813 1.8303 -0.3873
C 2.5094 0.3766 1.5575
H -3.2730 3.2391 2.7482
N -0.4865 -1.9761 -2.7432
C 5.5649 -2.9362 -0.7659
C -2.8142 -1.7576 1.7468
N 3.7421 0.5567 2.0759
H 1.8109 -1.7145 -3.1551
H -4.6462 3.4591 -0.3126
H 6.2115 -2.3815 -2.7394
H -1.5134 3.1164 2.8683
C -0.5355 2.8647 -0.3398
H 3.9345 -2.0414 -3.5887
C 4.0852 -2.3505 -2.5602
C -0.5556 -0.8115 2.2513
H 4.6062 -3.4263 1.0847
H -2.8263 -2.2421 2.7133
N 0.3760 -0.0673 1.8006
H -4.5895 -1.3599 -1.1039
C 4.4652 -3.1283 0.0537
H 6.5655 -3.0902 -0.3850
H -4.7081 -2.5293 1.1073
H 4.5266 0.6534 1.4592
*
```